# 1
ORCA calculation (ωB97M-V/def2-TZVPD) on a molecular structure, C3H7ClO2S.

- 2S+1 = 1
- lowest unoccupied orbital energy (eV) = 0.7
- frontier orbital gap (eV) = 9.64
- energy above the lowest of the compared OMol25 structures with the same formula, charge and spin (kcal/mol) = 73.1

```
14
Properties=species:S:1:pos:R:3:mulliken_charge:R:1
C -1.69061 0.86578 1.71882 -0.8142
C -0.19832 0.01344 -1.41659 -0.3718
C -0.10431 1.50431 -1.07085 -0.5832
O 0.86683 0.78192 1.45892 -0.5909
O -0.52388 -0.53813 -0.11084 -0.3370
S -0.40749 0.83654 0.79638 0.8528
Cl 3.36971 -3.87616 0.84062 -0.2365
H -1.73696 1.41783 2.58701 0.3306
H -2.62208 0.78004 1.28302 0.3081
H -1.01493 -0.24712 -1.92371 0.3320
H 0.67998 -0.39033 -1.79617 0.2553
H -0.86504 1.95019 -1.58816 0.3119
H 0.90129 1.97066 -1.15329 0.3044
H 3.34583 -5.06897 0.37484 0.2383
```



# 2
ORCA calculation (ωB97M-V/def2-TZVPD) on 2 unconnected molecules or ions with the total composition C3H7ClO3S.

- SMILES = C=[S@](C)(=O)O.O=CCl
- 2S+1 = 1
- lowest unoccupied orbital energy (eV) = 0.3
- frontier orbital gap (eV) = 9.42
- energy above the lowest of the compared OMol25 structures with the same formula, charge and spin (kcal/mol) = 68.1

```
15
Properties=species:S:1:pos:R:3:mulliken_charge:R:1
C 1.07368 -0.58184 -0.64462 -1.3121
S -0.10124 0.57846 -0.11629 1.1525
C -1.88899 0.17458 0.23522 -0.9755
O -0.02567 1.86575 -0.82616 -0.6053
O 0.08544 0.78194 1.48523 -0.5048
H 0.54709 -1.42286 -0.97438 0.3336
H 1.43169 -0.12891 -1.50991 0.4526
H -2.48540 -0.13059 -0.72367 0.3212
H -1.94725 -0.82294 0.69223 0.3407
H -2.34596 1.02304 0.71108 0.3436
H 0.84516 0.23232 1.81275 0.3861
O 4.57220 1.66756 -0.00112 -0.3746
C 4.10890 0.58422 0.00650 0.4272
Cl 5.15086 -0.74971 0.07717 -0.1527
H 2.98868 0.46625 -0.09200 0.1676
```



# 3
ORCA calculation (ωB97M-V/def2-TZVPD) on a single C3H7ClOSi molecule.

- SMILES = CC(=O)[C@@H]([SiH3])Cl
- 2S+1 = 1
- lowest unoccupied orbital energy (eV) = 0.6
- frontier orbital gap (eV) = 10.68
- energy above the lowest of the compared OMol25 structures with the same formula, charge and spin (kcal/mol) = 84.2

```
13
Properties=species:S:1:pos:R:3:mulliken_charge:R:1
C 0.78912 1.15688 -0.48877 -1.1062
C -0.61635 1.20164 0.04993 0.5182
O -1.00684 2.09864 0.79087 -0.5281
C -1.42727 -0.01820 -0.33692 -0.1261
Si -0.66225 -1.58733 0.50511 0.3876
Cl -3.13836 0.33419 0.12022 -0.1629
H 0.85662 1.12076 -1.60363 0.3168
H 1.13886 0.27997 -0.13998 0.3302
H 1.43874 2.04228 -0.22067 0.2922
H -1.58284 -0.25861 -1.48453 0.3295
H -0.56899 -1.32855 1.91909 -0.0738
H 0.75229 -2.08696 -0.06280 -0.0747
H -1.34591 -2.76359 -0.09195 -0.1026
```



# 4
ORCA calculation (ωB97M-V/def2-TZVPD) on 2 unconnected molecules or ions with the total composition C3H7ClS.

- 2S+1 = 1
- lowest unoccupied orbital energy (alpha / beta) (eV) = 0.0 / 0.1
- frontier orbital gap (alpha / beta) (eV) = 8.77 / 7.58
- energy above the lowest of the compared OMol25 structures with the same formula, charge and spin (kcal/mol) = 100.4

```
12
Properties=species:S:1:pos:R:3:mulliken_charge:R:1
C -1.01447 1.17376 -0.50445 -1.0247
C 0.51684 -1.23346 1.03229 -0.3243
C 1.67266 0.01150 -0.95767 -0.2964
S 1.33145 -1.56315 -0.61686 0.0144
Cl 2.36558 1.18545 0.22028 -0.1505
H -0.81534 2.00498 -1.27052 0.2987
H -1.09924 1.34338 0.48225 0.4489
H -1.60477 0.24327 -0.89846 0.2695
H -0.05656 -0.28974 0.78073 -0.1987
H 1.40676 -1.09462 1.70496 0.3146
H -0.07873 -2.20629 1.28724 0.3066
H 2.03559 0.24351 -1.98894 0.3419
```



# 5
ORCA calculation (ωB97M-V/def2-TZVPD) on 2 unconnected molecules or ions with the total composition C3H7F3N.

- 2S+1 = 1
- lowest unoccupied orbital energy (eV) = -7.1
- frontier orbital gap (eV) = 9.24
- energy above the lowest of the compared OMol25 structures with the same formula, charge and spin (kcal/mol) = 21.9
- net charge = +1

```
14
Properties=species:S:1:pos:R:3:mulliken_charge:R:1
C 0.36833 -1.31962 -0.12684 -0.8443
C -0.00885 0.97125 0.40154 -1.1092
C -0.10066 -0.03431 -0.64452 0.3878
N -3.56772 -0.21009 -0.44415 0.3418
F -2.59706 -0.55146 0.45394 -0.1254
F -4.67034 -0.44587 0.26614 -0.0935
F -3.69166 1.14607 -0.53443 -0.1084
H 1.20095 -1.62525 -0.86640 0.3574
H 0.61335 -1.20443 0.98274 0.3252
H -0.41586 -1.99467 -0.36826 0.3612
H -0.30763 0.40514 1.29091 0.3498
H -0.59133 1.83752 0.32582 0.3575
H 1.02222 1.15732 0.70552 0.4064
H -0.29849 0.16521 -1.68740 0.3936
```



# 6
ORCA calculation (ωB97M-V/def2-TZVPD) on a gas-phase ion, C3H7F3N3S (charge +1).

- SMILES = [NH3+]/N=C/N[C@H](S)C(F)(F)F
- 2S+1 = 1
- lowest unoccupied orbital energy (eV) = -3.8
- frontier orbital gap (eV) = 9.37
- energy above the lowest of the compared OMol25 structures with the same formula, charge and spin (kcal/mol) = 0.7
- net charge = +1

```
17
Properties=species:S:1:pos:R:3:mulliken_charge:R:1
N -1.79781 0.63732 -1.00016 -0.2215
N -0.39374 0.39175 -0.75400 -0.4009
C -0.12754 0.03517 0.46801 0.0370
N 1.10772 -0.16818 0.88519 0.0602
C 2.16159 -0.35333 -0.07615 -0.7480
S 2.83502 -2.04946 -0.18968 -0.1065
C 3.25655 0.70096 -0.03810 0.9903
F 2.67444 1.96470 0.12241 -0.2802
F 4.12368 0.43555 0.86495 -0.2149
F 3.80676 0.73302 -1.25302 -0.2564
H -2.20699 0.58358 0.01174 0.3593
H -2.13595 -0.09596 -1.58768 0.3427
H -2.02489 1.65796 -1.38510 0.4054
H -1.04497 -0.00580 1.12518 0.2722
H 1.52123 -0.33041 1.77226 0.2815
H 1.67614 -0.39959 -1.08581 0.3102
H 3.56405 -1.74214 0.91728 0.1698
```



# 7
ORCA calculation (ωB97M-V/def2-TZVPD) on 2 unconnected molecules or ions with the total composition C3H7FN2O.

- SMILES = N[C@H]1C=[N+]([O-])C1.F
- 2S+1 = 1
- lowest unoccupied orbital energy (eV) = 0.8
- frontier orbital gap (eV) = 9.88
- energy above the lowest of the compared OMol25 structures with the same formula, charge and spin (kcal/mol) = 63.6

```
14
Properties=species:S:1:pos:R:3:mulliken_charge:R:1
N -1.74525 -0.57864 -0.72290 -0.6669
C -1.02138 -0.14183 0.45981 0.0343
C 0.39548 -0.57764 0.58223 -0.4961
N 0.93013 0.57184 0.41944 0.5842
O 2.08661 1.01304 0.37528 -0.8378
C -0.35939 1.30410 0.26413 -0.6689
H -1.08652 -0.95800 -1.36883 0.2652
H -2.36414 -1.27643 -0.35288 0.2377
H -1.68952 -0.25188 1.23721 0.4798
H 0.95458 -1.46580 0.66425 0.5472
H -0.46224 1.67522 -0.80862 0.2876
H -0.49542 2.15036 1.04130 0.2488
F 2.19547 -1.13528 -0.96580 -0.4316
H 2.66160 -0.32907 -0.82464 0.4165
```



# 8
ORCA calculation (ωB97M-V/def2-TZVPD) on a gas-phase ion, C3H7FNO (charge +1).

- 2S+1 = 1
- lowest unoccupied orbital energy (alpha / beta) (eV) = -4.2 / -4.2
- frontier orbital gap (alpha / beta) (eV) = 9.18 / 9.18
- energy above the lowest of the compared OMol25 structures with the same formula, charge and spin (kcal/mol) = 88.9
- net charge = +1

```
13
Properties=species:S:1:pos:R:3:mulliken_charge:R:1
C -0.58481 1.06190 0.15737 -0.8302
C -0.00150 -1.11501 -0.51970 -0.3045
C 1.59376 0.18473 0.53169 0.2167
N -1.15441 -0.12784 -0.12060 -0.1500
O 1.00688 -1.08439 0.53793 -0.3111
F 2.15820 0.55276 -0.57040 -0.1632
H -0.72794 1.37816 1.26951 0.3109
H -0.47284 1.86415 -0.57644 0.3190
H -0.38082 -2.18070 -0.61730 0.3544
H 0.35512 -0.70396 -1.49642 0.4057
H 1.80404 0.73424 1.53658 0.3741
H -1.65363 -0.56285 0.70888 0.3974
H -1.94206 -0.00119 -0.84108 0.3809
```



# 9
ORCA calculation (ωB97M-V/def2-TZVPD) on a gas-phase ion, C3H7FNO (charge +1).

- SMILES = C[N+](C)(F)C=O
- 2S+1 = 1
- lowest unoccupied orbital energy (eV) = -6.1
- frontier orbital gap (eV) = 11.26
- energy above the lowest of the compared OMol25 structures with the same formula, charge and spin (kcal/mol) = 94.8
- net charge = +1

```
13
Properties=species:S:1:pos:R:3:mulliken_charge:R:1
C 0.87829 0.27607 -0.92531 -0.6642
N -0.09392 -0.29312 -0.02774 0.3062
C 0.18338 0.14120 1.31060 -0.9894
F 0.23055 -1.80740 0.03097 -0.1917
C -1.54316 -0.19326 -0.48918 0.1407
O -2.19276 0.61800 0.05645 -0.2797
H 1.18813 -0.40085 -1.77564 0.3669
H 0.55362 1.13590 -1.62522 0.3379
H 1.85019 0.58891 -0.38311 0.3181
H 1.13400 -0.14145 1.49233 0.4556
H 0.06388 1.17967 1.46457 0.4571
H -0.62595 -0.07081 2.03936 0.3447
H -1.62624 -1.03287 -1.16808 0.3978
```



# 10
ORCA calculation (ωB97M-V/def2-TZVPD) on 2 unconnected molecules or ions with the total composition C3H7FSi.

- 2S+1 = 1
- lowest unoccupied orbital energy (eV) = -0.9
- frontier orbital gap (eV) = 7.59
- energy above the lowest of the compared OMol25 structures with the same formula, charge and spin (kcal/mol) = 65.0

```
12
Properties=species:S:1:pos:R:3:mulliken_charge:R:1
C -1.67741 0.38955 -0.56018 -0.7019
C -2.11255 0.18346 0.69383 -0.4210
C 2.02401 0.22082 -0.01023 -0.3916
F 1.28099 1.42086 0.26643 -0.2877
Si 1.04027 -1.11423 -1.01921 0.1502
H -0.82482 1.15729 -0.78220 0.3142
H -1.78933 -0.45606 -1.22486 0.2761
H -1.72994 0.70653 1.64850 0.2371
H 1.94226 -0.30272 0.85335 0.2012
H 3.02353 0.56503 -0.05707 0.4227
H -2.88553 -0.50345 0.54533 0.2863
H 1.70853 -2.26709 -0.35370 -0.0857
```



# 11
ORCA calculation (ωB97M-V/def2-TZVPD) on a molecular structure, C3H7HgO3.

- 2S+1 = 2
- ⟨S²⟩ = 0.757
- lowest unoccupied orbital energy (alpha / beta) (eV) = 0.5 / -0.6
- frontier orbital gap (alpha / beta) (eV) = 10.09 / 8.78
- energy above the lowest of the compared OMol25 structures with the same formula, charge and spin (kcal/mol) = 12.2

```
14
Properties=species:S:1:pos:R:3:mulliken_charge:R:1
O 3.27828 0.05659 -1.50832 -0.5783
Hg 1.55126 -0.55765 -1.06408 1.0636
O 0.57673 -1.87111 -0.09331 -0.8234
C -0.78781 -1.60212 -0.25061 -0.3477
C -1.02516 -0.13045 0.07629 -0.3347
O 0.03814 0.69741 -0.39899 -0.4381
C 0.49579 1.67456 0.53490 -0.6908
H -1.38672 -2.18870 0.47204 0.3359
H -1.26392 -1.84707 -1.22028 0.2420
H -1.04367 -0.09332 1.17996 0.3624
H -1.98797 0.26505 -0.27824 0.2735
H 0.68119 2.62759 0.01942 0.2915
H -0.31704 1.90912 1.23960 0.3327
H 1.19091 1.06013 1.29163 0.3114
```



# 12
ORCA calculation (ωB97M-V/def2-TZVPD) on a single C3H7I molecule.

- SMILES = CCCI
- 2S+1 = 1
- lowest unoccupied orbital energy (eV) = 0.5
- frontier orbital gap (eV) = 9.83
- energy above the lowest of the compared OMol25 structures with the same formula, charge and spin (kcal/mol) = 8.5

```
11
Properties=species:S:1:pos:R:3:mulliken_charge:R:1
C -0.59355 -0.83249 -0.80279 -1.1848
C -0.55771 0.49001 -0.05131 0.0366
C 0.78293 0.46241 0.68361 -1.1494
I 1.91852 2.21007 1.40679 -0.0458
H -0.21955 -0.72222 -1.78625 0.3158
H 0.01093 -1.55451 -0.21335 0.3038
H -1.54945 -1.30202 -0.92530 0.3462
H -1.39711 0.52929 0.75756 0.2592
H -0.52255 1.16318 -0.86993 0.3037
H 1.55606 -0.23939 0.20575 0.4228
H 0.57148 -0.20435 1.59521 0.3920
```



> 2S+1 of number 12 (C3H7I)?

1



> Which of these has the highest energy above the lowest of the compared OMol25 structures with the same formula, charge and spin?

C3H7ClS



> What is the formula in the second record?

C3H7ClO3S